DFT (the ωB97M-V functional and the def2-TZVPD basis) results for C37H39FeN6O3PS2 as an isolated structure at a distorted geometry.

Calculated total energy = -4388.78249 hartree
Kohn-Sham gap (spin up / spin down) = 4.974 / 4.890 eV
2S+1 = 2
Net charge = +1
Energy above the lowest of the compared OMol25 structures with the same formula, charge and spin = 87.9 kcal/mol
F_max = 1.5 eV Å⁻¹

Last column: Mulliken charge in e.
Cartesian coordinates (Å):
H  -0.606  1.652  2.404  0.12
H  1.312  -3.949  0.374  0.10
H  0.921  -5.493  -0.469  0.46
H  -4.558  4.812  0.698  0.31
H  -1.537  2.046  -2.292  -0.72
C  -3.893  -0.232  2.351  -0.71
H  -2.189  2.399  2.234  -0.57
H  -3.121  -5.473  2.143  0.44
H  1.441  -4.863  3.378  0.41
C  -2.382  -4.697  1.991  -1.07
H  -2.844  5.347  -2.594  0.39
C  -0.135  -3.828  2.315  1.71
C  -3.785  -0.481  0.982  0.86
H  -0.220  -2.810  -4.721  0.92
C  -1.804  -2.531  1.114  -0.79
H  -2.101  6.232  -0.427  0.30
C  -2.736  -3.516  1.303  -0.09
N  0.786  -2.385  -1.665  -0.21
C  -0.470  -2.642  1.609  -0.68
H  2.519  2.563  -1.372  0.32
H  0.843  2.825  -0.935  -0.15
C  1.732  -1.792  1.907  -0.17
C  -2.111  3.234  -0.161  -0.17
C  -2.716  -0.184  -2.267  -1.29
C  1.372  -4.507  -0.560  -0.96
C  0.770  -3.723  -1.652  0.64
C  -2.286  -2.531  -1.951  -1.58
C  0.472  -1.571  1.382  0.62
H  -2.805  2.818  -3.262  0.47
C  -5.125  0.000  2.937  -0.77
N  -2.666  3.911  0.884  0.30
C  -1.116  -4.840  2.486  -1.09
C  1.115  1.503  -2.557  0.39
C  -1.961  2.998  -2.589  -0.33
S  0.087  -4.483  -3.007  -0.22
H  -3.752  -3.389  0.943  0.61
C  0.645  -0.064  -4.367  -0.51
N  -2.417  3.702  -1.414  0.44
H  -0.105  0.267  3.189  0.40
H  2.501  -1.045  1.762  0.40
N  1.393  1.391  2.497  -0.36
C  -3.501  5.099  0.733  -0.69
H  1.496  3.603  -2.402  0.55
H  3.086  -3.063  3.021  0.39
C  -2.530  -1.554  -4.235  -1.29
H  2.434  -4.630  -0.800  0.39
H  -7.078  -0.285  0.189  0.45
C  -3.220  4.895  -1.676  -0.67
C  -6.276  -0.007  2.157  -0.63
C  2.080  -2.963  2.629  -1.14
H  -1.998  4.056  2.872  0.29
H  -2.151  -3.390  -1.304  0.86
C  -0.420  -2.891  -3.656  -0.08
C  0.454  -0.528  -3.095  -0.94
H  -2.468  -3.631  -3.796  0.76
O  -1.364  2.254  0.005  -0.52
C  2.133  1.554  1.284  0.26
H  -4.264  4.616  -1.853  0.31
N  0.673  0.385  -2.076  0.33
H  0.556  -0.606  -5.295  0.42
C  0.288  -1.921  -2.796  0.10
S  1.222  1.513  -4.308  -0.19
C  -2.830  -0.359  -3.664  -0.79
H  -0.848  -5.736  3.035  0.45
C  -2.599  3.401  2.236  -0.19
H  -3.605  3.344  2.653  0.43
H  -4.899  -0.721  -0.846  0.36
H  -3.361  5.710  1.625  0.41
O  1.766  0.784  0.321  -0.85
C  1.517  2.709  -1.781  -0.93
H  -3.142  0.469  -4.287  0.44
H  -3.788  6.702  -0.666  0.37
C  -6.184  -0.260  0.799  -0.71
N  0.065  0.886  2.399  -0.40
H  1.518  2.134  3.174  0.32
C  1.177  -3.967  2.828  -0.84
C  -2.051  -2.698  -3.415  -0.11
H  -3.005  -0.263  2.974  0.41
C  -2.455  -1.295  -1.414  0.62
C  -4.946  -0.507  0.215  -0.28
H  -1.215  3.579  -3.135  0.40
H  -2.594  -1.689  -5.308  0.49
H  -5.192  0.178  4.003  0.46
P  -2.129  -0.936  0.353  2.00
H  -2.877  0.793  -1.827  1.28
H  -7.242  0.169  2.613  0.42
O  3.053  2.354  1.274  -0.75
C  -3.122  5.854  -0.516  -0.75
Fe  -0.005  0.097  0.423  1.58

DFT (the ωB97M-V functional and the def2-TZVPD basis) results for C37H39Ge2N5OPPdS as an isolated structure.

Calculated total energy = -6803.42169 hartree
Kohn-Sham gap (spin up / spin down) = 6.996 / 6.997 eV
2S+1 = 1
Net charge = +1
Energy above the lowest of the compared OMol25 structures with the same formula, charge and spin = 10.4 kcal/mol
F_max = 0.2 eV Å⁻¹

Last column: Mulliken charge in e.
Cartesian coordinates (Å):
C  4.025  -1.632  3.627  -0.70
H  -4.832  1.208  -2.000  0.31
C  0.765  3.268  0.648  -0.50
H  2.208  -3.750  -1.217  0.49
H  -3.132  0.901  -6.044  0.43
H  0.054  2.893  -0.080  0.44
O  -0.199  -3.359  1.951  -0.62
C  2.445  -2.468  -2.920  -0.48
C  0.434  -2.603  -1.609  0.42
H  -5.513  -4.594  -2.966  0.41
C  -0.767  0.802  2.976  1.13
C  -4.750  0.960  -3.058  -1.10
C  -3.120  -2.620  -1.590  0.20
C  4.907  2.129  -1.156  0.52
C  -2.234  2.202  4.313  -0.79
H  -0.126  -3.050  -0.794  0.41
H  -3.053  -1.048  4.671  0.44
C  1.742  -3.004  -1.850  -0.84
H  -0.723  1.982  -3.275  0.33
H  2.384  -1.127  -4.594  0.43
H  1.377  0.279  4.516  0.51
C  -1.176  2.055  3.425  -1.34
C  1.216  2.424  1.665  0.35
C  -3.752  -4.396  -0.083  -0.71
C  -1.208  -1.716  3.010  -1.01
S  -3.047  0.498  0.608  -0.07
H  -3.638  -4.900  0.869  0.44
H  -2.050  3.016  -3.828  0.54
C  2.810  -0.907  1.682  -0.09
H  3.418  2.605  0.168  0.21
C  2.081  -0.239  3.875  -0.59
H  0.610  -3.446  1.432  0.34
N  6.170  2.402  -1.508  -0.37
C  -0.184  -1.650  -2.429  -0.80
N  4.371  2.780  -0.114  -0.29
H  -5.258  -5.747  -0.796  0.38
C  1.917  -0.212  2.494  0.44
C  3.132  -0.948  4.439  -0.77
H  4.552  -2.150  1.612  0.49
H  -1.831  -2.506  3.427  0.34
Ge  -2.026  -1.078  -2.034  0.48
H  6.549  1.922  -2.304  0.26
H  -5.137  1.794  -3.645  0.43
H  3.461  -2.785  -3.114  0.40
C  -1.787  2.198  -3.157  -1.21
C  0.537  -1.129  -3.506  0.08
H  -5.367  0.083  -3.253  0.37
C  -4.803  -4.227  -2.237  -0.68
H  -3.731  1.184  5.465  0.42
H  6.725  3.093  -1.039  0.19
H  3.250  -0.969  5.515  0.46
C  1.839  -1.536  -3.753  -0.89
C  -2.523  -0.169  4.325  -0.99
H  -4.156  -2.611  -3.479  0.34
H  0.079  -0.395  -4.159  0.18
N  1.952  0.699  -1.216  -0.52
H  -1.722  -0.111  -5.711  0.39
N  4.263  1.222  -1.874  -0.77
H  -3.346  -0.798  -5.613  0.38
C  2.142  2.910  2.587  -0.25
N  -0.276  -1.996  2.199  0.48
H  4.842  -2.187  4.069  0.42
H  -2.522  3.191  4.643  0.46
H  -0.664  2.943  3.083  0.47
H  2.503  6.069  1.415  0.40
H  3.315  4.587  3.222  0.44
H  2.672  -0.914  0.607  0.19
C  -1.475  -0.334  3.424  0.87
H  -2.292  -2.907  0.381  0.19
C  3.863  -1.610  2.248  -0.82
C  -1.860  -0.099  -0.239  -0.40
P  0.555  0.720  1.732  2.33
C  -2.907  1.085  4.771  -0.90
C  -2.751  0.094  -5.417  -1.15
C  -4.034  -3.106  -2.521  -0.41
Pd  0.027  0.099  -0.416  0.42
H  4.889  3.464  0.408  0.27
C  2.604  4.217  2.494  -0.85
H  2.508  2.270  3.379  0.35
C  1.226  4.574  0.557  -0.59
C  -2.988  -3.274  -0.365  0.17
C  3.040  0.946  -1.527  0.54
C  2.147  5.049  1.481  -0.60
H  -1.963  2.524  -2.130  0.28
Ge  -2.890  0.621  -3.540  0.52
C  -4.660  -4.873  -1.018  -0.52
H  0.866  5.217  -0.235  0.46